[1]
The following is a DFT calculation (wB97M-V/def2-TZVPD) of 3 unconnected molecules or ions with the total composition C44H76ClN2O12 at a distorted geometry.

Atoms and positions in Å:
C1 -4.28336 4.99567 -2.79986
C2 -2.80939 4.69248 -2.06970
O1 -2.65491 3.22915 -2.08565
C3 -1.24878 2.82137 -2.28424
C4 -1.26698 1.56408 -3.34833
O2 -0.00430 1.35327 -4.07294
C5 1.10038 0.97285 -3.17911
C6 0.96666 -0.58729 -2.59169
O3 1.56584 -0.55727 -1.24852
C7 0.90881 -1.48856 -0.31862
N1 -0.55004 -1.19973 -0.04221
C8 -1.67559 -2.15236 -0.49717
C9 -1.38780 -3.56419 -1.32801
C10 -1.51366 -4.83983 -0.25530
C11 -0.39526 -4.77930 0.95211
C12 -1.01753 -4.17549 2.37916
C13 -1.25751 -5.35389 3.51214
O4 -2.13206 -4.92621 4.63573
C14 -1.49601 -3.87314 5.44373
C15 0.00665 -3.96334 6.12924
O5 -2.19079 -2.73236 5.70007
C16 -3.28645 -1.86709 -0.15364
C17 -3.70753 -0.50500 0.67009
C18 -5.28765 -0.22315 1.01611
C19 -5.81851 -1.44181 2.02284
C20 -7.15850 -2.22500 1.40342
O6 -7.31496 -3.55236 1.66447
N2 -8.20605 -1.51185 0.56196
C21 -8.23683 -2.05628 -0.86263
C22 -9.09533 -3.41441 -1.23959
C23 -9.19274 -4.04103 -2.78674
C24 -8.41910 -3.31628 -4.04449
C25 -7.53069 -1.95627 -3.69497
C26 -7.43158 -1.34289 -2.14238
C27 -2.45383 0.48211 1.13255
C28 -2.87318 1.85430 1.96074
C29 -0.87367 0.07493 0.76540
C30 0.26977 1.12119 1.33135
C31 0.54740 0.93504 2.94340
C32 2.18656 0.78573 3.14010
Cl1 -0.18984 -0.70227 3.45744
H1 -5.16070 4.58614 -2.11234
H2 -4.37307 6.13757 -3.03907
H3 -4.27380 4.32386 -3.78317
H4 -2.01993 5.28157 -2.70621
H5 -2.87791 5.15620 -0.98494
H6 -0.88831 2.39027 -1.23091
H7 -0.52238 3.69389 -2.56989
H8 -2.07737 1.85225 -4.17619
H9 -1.64994 0.54792 -2.88371
H10 1.32974 1.75635 -2.32470
H11 2.08114 0.95167 -3.85585
H12 1.66869 -1.28758 -3.25590
H13 -0.12658 -1.00180 -2.64076
H14 1.14107 -2.57359 -0.69015
H15 1.47260 -1.36659 0.72660
H16 -0.37139 -3.56682 -1.90890
H17 -2.32336 -3.69374 -2.05259
H18 -2.57952 -4.91973 0.23363
H19 -1.32999 -5.86538 -0.83763
H20 -0.08864 -5.90662 1.16973
H21 0.57249 -4.17013 0.68186
H22 -0.17738 -3.47091 2.81017
H23 -2.01648 -3.58902 2.17831
H24 -1.79979 -6.30052 3.03441
H25 -0.26197 -5.76284 3.98854
H26 0.65910 -3.03887 5.80430
H27 0.53321 -4.99669 5.93128
H28 -0.13117 -3.87620 7.30443
H29 -4.14542 -2.60006 -0.47730
H30 -5.47871 0.81913 1.56348
H31 -5.93855 -0.20008 0.04231
H32 -6.10211 -1.00316 3.09634
H33 -4.99783 -2.25892 2.22697
H34 -9.16417 -1.57008 1.01238
H35 -9.66337 -3.98053 -0.37802
H36 -9.80662 -5.01829 -3.02625
H37 -8.45317 -3.75615 -5.14286
H38 -6.97054 -1.44863 -4.60275
H39 -6.77982 -0.38151 -1.96138
H40 -3.58563 1.62794 2.88108
H41 -1.94816 2.43612 2.40508
H42 -3.43849 2.64711 1.27030
H43 1.30783 1.04283 0.79699
H44 -0.14018 2.21446 1.08774
H45 0.08322 1.83554 3.53797
H46 2.67734 0.15258 2.25575
H47 2.69124 1.86336 3.06812
H48 2.48643 0.21631 4.13479
C33 4.20761 -2.61030 -2.42370
O7 5.50560 -2.78640 -2.97362
C34 5.84589 -4.15019 -3.19891
C35 6.57429 -4.32279 -4.53795
O8 5.76465 -4.10872 -5.70135
C36 5.31741 -2.76940 -5.94018
C37 6.42373 -1.76537 -6.29712
O9 7.24839 -1.48796 -5.16922
C38 8.63073 -1.44484 -5.47730
H49 4.23620 -2.77978 -1.34300
H50 3.89442 -1.58506 -2.61179
H51 3.47647 -3.27808 -2.89271
H52 4.96306 -4.79615 -3.17902
H53 6.51527 -4.45299 -2.38520
H54 6.90306 -5.36581 -4.59973
H55 7.48224 -3.72444 -4.58328
H56 4.70350 -2.41167 -5.11292
H57 4.64428 -2.83646 -6.80273
H58 5.96864 -0.82137 -6.60892
H59 7.01038 -2.15997 -7.13603
H60 8.92043 -2.25559 -6.15439
H61 9.19285 -1.56577 -4.54774
H62 8.88298 -0.47556 -5.92031
C39 0.92620 7.94942 3.09265
O10 1.87223 7.41620 4.00856
C40 1.46870 6.17849 4.58452
C41 2.64635 5.19886 4.66724
O11 3.11532 4.70559 3.40565
C42 3.75930 5.64886 2.54172
C43 5.10922 6.18062 3.04609
O12 4.93487 7.04302 4.16637
C44 5.88104 6.82626 5.19856
H63 0.13056 8.46514 3.63894
H64 1.43782 8.66693 2.45389
H65 0.50127 7.16934 2.45127
H66 0.65107 5.71790 4.02205
H67 1.11226 6.39676 5.59803
H68 2.29971 4.31571 5.21469
H69 3.46848 5.60502 5.25342
H70 3.08109 6.46172 2.27998
H71 3.94827 5.10685 1.60785
H72 5.58603 6.76551 2.25488
H73 5.76129 5.33267 3.28984
H74 6.04828 5.75864 5.37725
H75 5.48913 7.26427 6.12010
H76 6.82611 7.31873 4.94621

Its spin multiplicity is 1. The value obtained for the HOMO-LUMO gap is 6.334 eV. As for the HOMO energy: -10.44 eV. As for the net charge: +1. As for the LUMO energy: -4.11 eV. The maximum force is 8.92 eV/Å.

Results of the Löwdin charge analysis, in e, for atoms 1 through 99:
1. C -0.1031
2. C -0.2538
3. O -0.2356
4. C -0.1648
5. C -0.1526
6. O -0.1978
7. C -0.1407
8. C -0.1347
9. O -0.1922
10. C -0.1666
11. N 0.0204
12. C -0.0274
13. C -0.1340
14. C -0.1865
15. C -0.1856
16. C -0.1643
17. C -0.1782
18. O -0.1051
19. C -0.2893
20. C -0.0245
21. O -0.0594
22. C 0.0781
23. C -0.0385
24. C -0.1398
25. C -0.0810
26. C -0.2363
27. O -0.0392
28. N -0.0106
29. C -0.1769
30. C 0.0019
31. C -0.0545
32. C -0.0704
33. C -0.0652
34. C -0.0184
35. C -0.0390
36. C -0.0831
37. C -0.0524
38. C -0.1725
39. C -0.5997
40. C -0.1404
41. Cl 0.5899
42. H 0.0850
43. H 0.0829
44. H 0.0896
45. H 0.1249
46. H 0.1238
47. H 0.1103
48. H 0.1415
49. H 0.1533
50. H 0.1230
51. H 0.1371
52. H 0.1480
53. H 0.1335
54. H 0.1160
55. H 0.1360
56. H 0.1563
57. H 0.1137
58. H 0.1339
59. H 0.1220
60. H 0.1287
61. H 0.1219
62. H 0.0959
63. H 0.0779
64. H 0.1173
65. H 0.1496
66. H 0.1265
67. H 0.0913
68. H 0.0846
69. H 0.1105
70. H 0.1270
71. H 0.1260
72. H 0.0901
73. H 0.1424
74. H 0.1222
75. H 0.1378
76. H 0.0940
77. H 0.0871
78. H 0.0911
79. H 0.0810
80. H 0.0672
81. H 0.1034
82. H 0.0705
83. H 0.1070
84. H 0.1106
85. H 0.1272
86. H 0.1193
87. H 0.0854
88. H 0.0975
89. H 0.0920
90. C -0.1196
91. O -0.1977
92. C -0.1832
93. C -0.1645
94. O -0.1239
95. C -0.1715
96. C -0.1852
97. O -0.2106
98. C -0.1099
99. H 0.0883

[2]
The following is a DFT calculation (wB97M-V/def2-TZVPD) of a molecular structure, C44H77F6HfN4O14S2 at a distorted geometry.

Atoms and positions in Å:
Hf1 0.43775 -2.29016 -1.31216
C1 -4.05859 -2.90738 -0.07163
C2 -4.18768 -2.55365 -1.53061
C3 -5.61684 -2.11701 -1.83596
C4 -5.87192 -1.39959 -3.11583
C5 -4.97051 -0.16618 -3.18795
C6 -3.43062 -0.48545 -2.92683
N1 -3.28614 -1.42079 -1.79640
O1 -1.87145 -1.76070 -1.64241
C7 -2.85614 0.89119 -2.62868
C8 -2.90535 -1.05880 -4.26634
C9 -4.06474 -3.87633 -2.39319
H1 -4.46842 -2.05104 0.46411
H2 -3.03576 -2.99111 0.30049
H3 -4.49132 -3.89741 0.06194
H4 -5.92162 -1.36033 -1.09857
H5 -6.35938 -2.89593 -1.65333
H6 -6.89874 -1.12093 -3.34063
H7 -5.40134 -1.90984 -3.96520
H8 -5.38774 0.57518 -2.50086
H9 -5.12095 0.22852 -4.19328
H10 -1.80960 0.75454 -2.34915
H11 -3.34894 1.25517 -1.72793
H12 -3.05232 1.56237 -3.46194
H13 -3.15179 -2.12085 -4.24766
H14 -1.81776 -1.01879 -4.31293
H15 -3.26891 -0.51487 -5.13629
H16 -3.02305 -4.08460 -2.64722
H17 -4.63687 -3.87111 -3.32380
H18 -4.47799 -4.78828 -1.95872
C10 1.24216 -2.93576 3.00071
C11 2.37229 -3.89174 2.55353
C12 2.04817 -5.16866 3.40872
C13 2.69692 -6.44561 2.89833
C14 2.45547 -6.67160 1.43605
C15 2.86164 -5.49339 0.57521
N2 2.16608 -4.30242 1.13842
O2 2.00093 -3.23947 0.26092
C16 2.33102 -5.80558 -0.83212
C17 4.40338 -5.48422 0.50103
C18 3.73157 -3.29792 2.97154
H19 1.43262 -1.96666 2.54188
H20 1.17841 -2.76406 4.07544
H21 0.27051 -3.33125 2.71022
H22 0.96734 -5.31252 3.46554
H23 2.39098 -4.99269 4.42962
H24 2.42497 -7.30715 3.50558
H25 3.75721 -6.18712 2.98801
H26 1.40144 -6.91915 1.27586
H27 3.00112 -7.56425 1.12234
H28 2.79508 -6.70579 -1.23126
H29 2.58084 -5.02256 -1.55618
H30 1.24000 -5.83982 -0.84139
H31 4.73504 -4.79633 -0.28548
H32 4.97049 -6.32125 0.07715
H33 4.95646 -5.33218 1.42575
H34 3.64908 -2.96213 4.01167
H35 3.93882 -2.31150 2.54941
H36 4.62138 -3.92326 3.01915
C19 -1.91259 0.90844 1.03530
F1 -2.88428 0.06719 0.85679
F2 -1.82091 1.78378 0.01683
F3 -2.05954 1.67868 2.07869
S1 -0.31214 -0.15639 1.13588
O3 0.47285 0.24889 2.25664
O4 -0.68371 -1.57360 1.18237
N3 0.53190 -0.24931 -0.36002
S2 1.46263 1.12108 -0.33355
O5 2.10325 1.19273 -1.63003
O6 0.85588 2.36403 0.02611
C20 2.91263 0.88553 0.89397
F4 4.00742 1.36748 0.33351
F5 2.63946 1.57939 1.97541
F6 3.02770 -0.40523 1.17941
C21 2.11557 8.03578 -4.90315
C22 1.90314 6.72984 -5.27749
C23 1.71481 5.65332 -4.42192
C24 1.46138 5.98226 -3.06408
C25 1.55741 7.32645 -2.66470
C26 1.87169 8.37666 -3.54943
N4 0.96975 4.99357 -2.07515
O7 0.64133 5.46005 -1.00017
O8 0.78503 3.84678 -2.41165
H37 2.46754 8.75248 -5.63052
H38 1.96505 6.54349 -6.34329
H39 1.53805 4.63074 -4.72034
H40 1.34984 7.67030 -1.66187
H41 2.08227 9.37322 -3.19155
C27 -1.06292 -0.40876 7.13808
C28 -0.29192 0.87054 6.91226
O9 -0.57384 1.85414 7.56754
C29 0.60074 1.01768 5.66178
H42 -1.75835 -0.46546 6.29877
H43 -1.67816 -0.23373 8.01914
H44 -0.39697 -1.25689 7.28275
H45 1.21295 0.13157 5.48872
H46 1.17709 1.93696 5.66624
H47 -0.14949 0.96693 4.86860
C30 -4.77088 -2.28121 5.46434
C31 -3.67890 -2.31259 4.43851
O10 -2.60586 -2.85626 4.59231
C32 -3.80868 -1.42245 3.19924
H48 -4.37314 -2.63686 6.41467
H49 -5.60348 -2.94862 5.21515
H50 -5.38212 -1.39726 5.65419
H51 -3.11803 -0.60932 3.41722
H52 -4.86948 -1.21349 3.07145
H53 -3.40584 -1.99242 2.36577
C33 4.83683 4.96673 1.46663
C34 3.93535 4.83028 0.22706
O11 3.14441 3.92696 0.10927
C35 4.33528 5.69602 -0.94873
H54 5.87444 5.00395 1.14140
H55 4.59340 4.15591 2.15190
H56 4.59252 5.86490 2.03721
H57 5.36778 5.49366 -1.24421
H58 4.38009 6.77312 -0.77493
H59 3.68890 5.50814 -1.80198
C36 4.41055 -0.45629 -3.14770
C37 3.80534 -1.40198 -2.15789
O12 2.59216 -1.60962 -2.05610
C38 4.68721 -1.97769 -1.10389
H60 3.71172 0.29827 -3.50559
H61 4.71925 -1.01314 -4.03849
H62 5.32738 -0.00275 -2.77971
H63 4.15680 -2.02568 -0.15453
H64 5.49899 -1.26522 -0.93804
H65 5.19577 -2.90286 -1.37516
C39 0.69618 -1.02618 -5.86950
C40 0.48240 -0.35420 -4.52578
O13 0.20199 -0.95932 -3.49861
C41 0.56175 1.17038 -4.48197
H66 -0.01537 -0.62333 -6.58971
H67 0.62883 -2.11426 -5.84879
H68 1.71038 -0.89247 -6.25143
H69 0.69339 1.49111 -3.45207
H70 -0.33102 1.63761 -4.90615
H71 1.31117 1.47970 -5.21291
C42 -4.99580 6.90010 1.67442
C43 -4.49811 5.75511 2.48374
O14 -5.26755 4.89587 2.87499
C44 -3.03592 5.51739 2.50239
H72 -4.26336 7.41800 1.05651
H73 -5.31778 7.63596 2.42160
H74 -5.88552 6.76708 1.06090
H75 -2.97278 4.43375 2.61201
H76 -2.53433 5.93332 3.37829
H77 -2.51547 5.83181 1.60015

Its spin multiplicity is 1. The value obtained for the HOMO-LUMO gap is 5.116 eV. As for the HOMO energy: -9.74 eV. As for the net charge: +1. As for the LUMO energy: -4.63 eV. The maximum force is 4.81 eV/Å.

Results of the Löwdin charge analysis, in e, for atoms 1 through 99:
1. Hf 2.0854
2. C -0.0349
3. C -0.4923
4. C -0.1633
5. C -0.1882
6. C -0.1386
7. C -0.4706
8. N -0.0449
9. O -0.3472
10. C -0.0290
11. C -0.0101
12. C -0.0315
13. H 0.0719
14. H 0.0690
15. H 0.0937
16. H 0.1251
17. H 0.1338
18. H 0.1248
19. H 0.1004
20. H 0.1169
21. H 0.1149
22. H 0.0643
23. H 0.0754
24. H 0.0995
25. H 0.0781
26. H 0.0365
27. H 0.0927
28. H 0.0615
29. H 0.0720
30. H 0.0808
31. C -0.0433
32. C -0.4529
33. C -0.1354
34. C -0.1773
35. C -0.1692
36. C -0.4900
37. N -0.1156
38. O -0.3231
39. C -0.0508
40. C -0.0259
41. C -0.0221
42. H 0.0403
43. H 0.0979
44. H 0.0820
45. H 0.1184
46. H 0.1220
47. H 0.1214
48. H 0.1024
49. H 0.1249
50. H 0.1263
51. H 0.0955
52. H 0.0533
53. H 0.0783
54. H 0.0572
55. H 0.0912
56. H 0.0661
57. H 0.0865
58. H 0.0660
59. H 0.0706
60. C -0.6496
61. F 0.1810
62. F 0.1270
63. F 0.1963
64. S 0.6982
65. O -0.2420
66. O -0.3690
67. N -0.3873
68. S 0.6201
69. O -0.3041
70. O -0.2383
71. C -0.6666
72. F 0.1635
73. F 0.1609
74. F 0.1282
75. C -0.0628
76. C -0.0951
77. C 0.0111
78. C -0.1413
79. C -0.0163
80. C -0.0376
81. N -0.3362
82. O 0.0831
83. O 0.0696
84. H 0.1086
85. H 0.1070
86. H 0.1058
87. H 0.1150
88. H 0.1055
89. C -0.0156
90. C -0.4833
91. O 0.0543
92. C -0.0108
93. H 0.0749
94. H 0.0835
95. H 0.0863
96. H 0.0719
97. H 0.0822
98. H 0.0676
99. C -0.0250